No. 1
Formula: C22H44Br2FN5O9S
Source: OMol25
Level of theory: wB97M-V/def2-TZVPD

Properties
Total energy: -203043.5012 eV
Orbital gap: 9.49 eV
E_LUMO: 0.544 eV
Strongest force on any atom: 2.11 eV/Å
SMILES string: C=C[C@@]1(F)OS(=O)(=O)O[C@]1(Br)[C@@H](Br)CC.CNC(C)=O.CNC(C)=O.CNC(C)=O.CNC(C)=O.CNC(C)=O

Structure (ORCA input):
```
! wB97M-V def2-TZVPD RIJCOSX def2/J DEFGRID3
* xyz 0 1
C 1.932 0.042 2.393
H -8.974 1.983 -1.826
H -5.238 -1.170 -2.586
H -7.167 -0.524 0.889
O 1.406 4.393 3.984
C 3.321 2.273 -3.019
F 0.483 0.168 4.225
H -7.801 0.995 1.526
H -8.913 -0.315 1.057
C -1.605 0.892 2.490
O -5.133 -2.198 1.166
N 5.950 -1.925 -7.142
Br -1.446 -0.996 2.114
C 5.254 -2.964 -6.604
H 3.975 -4.615 -6.974
H -3.913 -0.511 0.020
H -6.696 -3.500 -0.295
O -7.248 0.389 -1.470
C -2.297 1.146 3.824
H 4.687 -0.248 -3.660
C 3.654 -0.569 -3.802
H 6.725 -0.745 4.295
H 3.254 -0.126 -4.716
H 2.124 0.208 1.348
O 1.664 1.972 3.812
O 2.231 -0.996 -1.923
C 6.232 -1.240 5.133
H 2.545 2.949 -3.384
O 3.948 -0.765 5.670
C 2.810 -0.173 -2.613
H 3.172 -1.610 2.451
C -8.030 0.739 -0.597
C 0.935 0.872 3.166
H 5.674 -0.512 -8.657
H 6.734 2.395 5.658
H 2.737 -0.877 4.127
H -4.280 0.524 4.536
C -7.979 0.191 0.810
C -5.249 -1.971 -0.033
H -6.937 -2.095 -1.350
H 3.641 -1.649 -3.904
H -9.890 3.279 0.090
C 5.110 -0.383 5.668
H -4.287 1.842 3.328
H -5.645 -3.271 -1.699
C -4.539 -0.578 -2.010
S 1.324 3.322 3.058
H 3.964 2.825 -2.332
H 6.962 -1.448 5.915
H 6.451 -1.381 -6.458
C 4.469 -3.841 -7.551
H -1.907 0.469 4.574
H -3.535 -0.698 -2.425
H 6.969 1.700 7.270
N -4.526 -0.991 -0.619
C 2.640 -0.883 3.046
C -0.225 1.536 2.363
O -0.189 2.909 2.762
H 2.135 1.348 -1.523
O 5.275 -3.166 -5.402
O 2.098 3.496 1.879
H -10.996 1.977 -0.377
C 6.736 1.466 6.230
N 5.428 0.842 6.151
H -4.825 0.469 -2.077
H 5.132 -4.312 -8.277
H 5.814 -2.180 4.786
H 3.711 -3.257 -8.075
C -10.003 2.196 0.018
H 3.914 1.933 -3.861
N -8.992 1.656 -0.873
H 7.086 -1.562 -8.858
H -2.172 2.176 4.146
H 5.462 -2.193 -9.168
H 4.632 1.360 6.489
C -3.813 0.916 3.641
H -9.917 1.767 1.009
C 6.044 -1.532 -8.536
Br 0.097 1.615 0.396
N 2.711 1.154 -2.327
C -6.193 -2.758 -0.908
H -3.980 0.196 2.842
H 7.505 0.812 5.836
H -2.219 1.342 1.719
*
```

=====

No. 2
Formula: C4H11N2O2
Source: OMol25
Level of theory: wB97M-V/def2-TZVPD

Properties
Total energy: -11394.5131 eV
Orbital gap: 10.40 eV
Energy above the lowest of the compared OMol25 structures with the same formula, charge and spin: 1.610 eV
E_LUMO: -2.995 eV
Strongest force on any atom: 7.32 eV/Å

Structure (ORCA input):
```
! wB97M-V def2-TZVPD RIJCOSX def2/J DEFGRID3
* xyz 1 1
H -1.526 -0.423 -3.269
H -0.726 -1.905 -3.184
O 2.702 0.091 2.780
C 0.547 0.785 0.057
N -0.096 0.686 -1.152
H 2.153 0.410 3.592
C -1.184 -1.140 -2.577
H -0.583 1.311 -1.578
N 0.699 -0.492 0.555
H -2.489 1.699 1.525
H 3.405 0.672 2.385
H -2.138 -1.486 -2.347
O -1.523 1.788 1.447
H -1.187 1.410 2.230
H 1.360 -0.643 1.381
H -0.053 -2.468 -0.362
C -0.379 -0.609 -1.489
H 0.925 1.680 0.405
C 0.092 -1.366 -0.399
*
```

=====

No. 3
Formula: C39H50BClIrN2O9S3Si
Source: OMol25
Level of theory: wB97M-V/def2-TZVPD

Properties
Total energy: -119094.0859 eV
Orbital gap (spin up / spin down): 5.91 / 5.89 eV
Energy above the lowest of the compared OMol25 structures with the same formula, charge and spin: 2.835 eV
E_LUMO (spin up / spin down): 4.065 / 4.064 eV
Strongest force on any atom: 2.66 eV/Å

Structure (ORCA input):
```
! wB97M-V def2-TZVPD RIJCOSX def2/J DEFGRID3
* xyz -2 2
H -6.159 -3.358 -2.455
O -1.652 -2.568 7.352
C -1.838 3.425 0.296
C 3.885 -1.895 -1.947
H 3.640 1.763 1.109
H -5.925 -4.771 -0.458
H -0.315 3.251 -3.962
O 2.260 1.174 -3.283
C -5.377 -3.139 -1.737
H 2.077 2.497 -5.544
H 6.791 -0.069 -1.655
C 4.805 -0.704 -2.211
H -0.951 0.718 -4.192
C -3.932 -0.510 2.863
C -0.008 0.454 -3.699
N -2.794 -0.831 3.681
H 0.309 -6.034 1.226
H 5.853 0.155 -3.903
H 5.072 2.237 0.174
C -5.243 -3.942 -0.610
H -6.964 -1.653 1.905
Ir -0.490 0.324 1.029
H -4.828 1.826 0.596
Si 2.744 1.195 -1.699
C -1.383 -1.601 5.208
O -2.598 -0.845 -0.984
H -2.473 6.830 2.067
C 1.359 -5.730 1.144
H -4.621 -1.408 -2.823
C 2.058 3.882 0.549
C 4.214 2.619 0.737
H 5.373 -1.548 -4.136
B -1.870 -1.000 0.217
C 0.521 2.886 -3.356
H 0.426 1.953 -5.941
H 0.947 -1.908 5.798
C 6.111 -0.901 -1.453
H 3.601 -1.926 -0.894
C 1.339 1.703 -5.391
H 4.569 3.211 1.586
C -3.541 -1.827 -1.019
C 4.112 4.717 -0.616
H -4.153 -4.303 1.234
C -0.873 -2.198 6.495
H 3.500 5.307 -1.304
O 4.267 0.538 -1.752
H -0.199 0.314 -2.633
H 2.964 -1.804 -2.531
H 6.594 -1.837 -1.753
S -0.632 2.343 2.492
H 5.028 4.416 -1.133
H -2.820 4.304 -1.390
H 0.174 2.765 -2.327
O 0.420 -2.290 6.638
O 1.031 -0.436 2.599
H 2.292 4.407 1.481
H -0.205 -3.535 1.426
O 2.990 2.785 -1.376
N -1.569 -0.550 3.222
H 1.731 -5.527 2.153
C 0.749 -0.915 3.720
C -0.711 -1.010 4.089
S -1.541 1.939 -0.570
C -5.046 -1.334 2.799
H 1.247 -3.907 -1.808
S 1.609 0.121 -0.335
C -2.309 5.879 1.569
H -0.010 -5.002 -1.219
H -6.835 0.363 0.468
C 5.067 -0.584 -3.714
C 3.339 3.479 -0.175
H -1.363 4.959 3.270
H 4.150 -0.246 -4.201
C 0.682 -3.347 0.821
H 5.905 -0.934 -0.380
C -2.714 -1.456 4.883
C -4.519 -2.057 -1.961
C -3.857 0.629 2.074
H 1.331 3.622 -3.366
C -6.096 -1.005 1.949
H 0.365 -0.490 -4.112
C -1.680 4.839 2.239
H 0.900 -2.324 0.523
H -2.967 1.250 2.114
H 4.374 5.334 0.249
H -5.091 -2.245 3.376
H -3.226 6.489 -0.282
O 1.588 -1.337 4.549
C -1.434 3.610 1.612
H 1.468 2.992 0.787
H 2.538 -4.181 0.240
C -3.414 -2.624 0.114
H 1.933 -6.563 0.727
C -6.025 0.126 1.151
C 1.062 -4.780 -1.176
C 1.030 1.555 -3.906
H 1.450 4.533 -0.088
C -4.248 -3.693 0.343
O -2.391 -2.147 0.878
H 1.621 -5.633 -1.578
Cl -4.081 -1.819 5.838
H 4.395 -2.826 -2.217
C -4.901 0.939 1.215
C 1.484 -4.478 0.275
H 1.746 0.767 -5.786
C -2.495 4.471 -0.366
C -2.726 5.690 0.254
*
```

=====

No. 4
Formula: C8H9NO3S
Source: OMol25
Level of theory: wB97M-V/def2-TZVPD

Properties
Total energy: -26902.9357 eV
Orbital gap (spin up / spin down): 6.38 / 5.81 eV
Energy above the lowest of the compared OMol25 structures with the same formula, charge and spin: 1.696 eV
E_LUMO (spin up / spin down): 0.497 / -3.716 eV
Strongest force on any atom: 8.90 eV/Å

Structure (ORCA input):
```
! wB97M-V def2-TZVPD RIJCOSX def2/J DEFGRID3
* xyz 0 3
C 0.408 1.307 -0.514
H -2.711 -2.260 -0.655
S 2.604 -0.347 0.098
C -0.395 2.285 0.281
O 3.131 0.059 -1.359
C -1.638 -1.851 -0.500
H -0.157 3.272 -0.057
H 3.180 1.302 1.230
H -0.793 -3.861 -0.324
H 2.725 0.792 -1.850
H 1.603 -3.063 0.133
N 2.214 0.948 0.889
H 0.063 2.261 1.300
O 3.469 -1.330 0.687
H -2.086 0.381 -0.551
C 0.036 -0.117 -0.414
O 1.060 1.774 -1.457
C -1.377 -0.518 -0.519
C 1.005 -1.020 -0.237
H -1.457 2.204 0.476
C 0.772 -2.429 -0.197
C -0.529 -2.797 -0.388
*
```

=====

No. 5
Formula: C22H21N3OPdS2
Source: OMol25
Level of theory: wB97M-V/def2-TZVPD

Properties
Total energy: -54804.6276 eV
Orbital gap (spin up / spin down): 8.04 / 5.29 eV
E_LUMO (spin up / spin down): -6.172 / -9.396 eV
Strongest force on any atom: 0.70 eV/Å

Structure (ORCA input):
```
! wB97M-V def2-TZVPD RIJCOSX def2/J DEFGRID3
* xyz 2 5
C 5.210 0.694 -0.811
C -3.922 -3.443 -0.823
H 5.062 0.168 0.128
C -0.886 -0.424 1.575
H -4.329 -0.223 -1.732
C -2.860 -1.584 3.301
C -0.902 -1.868 1.854
H -3.612 -1.987 3.965
H -6.493 -2.600 -0.154
C 4.831 4.260 -1.950
C 2.690 -0.565 -1.341
C 4.123 4.802 -0.878
C -6.111 -2.228 -1.105
H -1.834 -3.445 3.005
H 3.872 5.855 -0.883
O -0.097 -2.671 1.342
H 6.233 0.565 -1.159
H -1.885 1.405 1.970
C -2.546 -3.460 -0.867
C 0.524 1.683 1.171
C -1.868 0.338 2.144
H -1.997 -4.366 -0.648
H -6.515 -2.875 -1.885
H -4.458 -4.344 -0.557
Pd 0.300 -2.351 -0.800
H -3.641 0.422 3.371
C 4.766 2.107 -0.835
C -4.612 -2.271 -1.129
H -0.341 2.307 0.943
C -2.473 -1.246 -1.493
C 0.231 0.246 0.855
N 2.085 0.169 -0.488
H 1.367 2.035 0.592
S 2.324 -2.154 -1.933
C 3.730 4.000 0.216
C -2.870 -0.220 2.967
H -1.863 -0.400 -1.780
N 0.949 -0.433 0.030
S 4.175 0.001 -2.129
C 5.143 2.922 -1.941
C 4.018 2.663 0.227
N -1.819 -2.379 -1.204
H 3.217 4.452 1.055
C -1.889 -2.387 2.784
C -3.850 -1.158 -1.470
H 3.734 2.040 1.065
H 0.731 1.792 2.238
H 5.141 4.888 -2.774
H -6.489 -1.221 -1.268
H 5.706 2.488 -2.759
*
```

=====

No. 6
Formula: C20H48INOP3Pd
Source: OMol25
Level of theory: wB97M-V/def2-TZVPD

Properties
Total energy: -64471.5725 eV
Orbital gap (spin up / spin down): 6.17 / 4.43 eV
E_LUMO (spin up / spin down): -10.552 / -13.270 eV
Strongest force on any atom: 2.93 eV/Å

Structure (ORCA input):
```
! wB97M-V def2-TZVPD RIJCOSX def2/J DEFGRID3
* xyz 3 5
H 1.776 1.948 3.211
C -0.257 -1.788 4.094
H -4.452 -0.920 2.820
H 1.589 -1.647 1.146
C -1.046 1.431 3.879
I 4.091 0.835 -2.370
C -0.100 -2.940 -2.159
H 1.472 0.693 -4.699
C 1.711 3.141 -4.289
H 0.894 2.829 -4.959
H -1.786 -3.159 2.234
C 0.455 0.593 -4.256
H 0.544 2.425 0.876
C 2.699 3.687 -1.720
H 1.479 0.264 3.692
C 1.305 1.001 2.886
H 1.799 4.237 -4.326
C -0.879 0.232 -0.780
H -0.997 0.573 4.581
H 3.668 3.187 -1.957
H 0.341 -1.001 4.588
C -3.337 0.928 1.300
H 1.951 -3.440 -4.526
C -2.750 -0.446 1.655
C -0.268 2.484 1.642
C 1.459 -1.897 2.212
H -0.113 -0.268 -4.646
H 2.066 -1.246 2.855
H -1.317 -1.687 4.389
O -1.890 0.785 -1.206
C 2.780 -2.756 -1.701
H 0.931 -2.038 -5.024
H -0.669 2.306 4.425
C -0.101 3.653 -2.128
H 1.782 -2.937 2.395
H -1.272 2.647 1.194
H 0.098 -2.748 4.505
H -0.184 1.462 -4.438
Pd 0.780 0.245 -2.121
H -0.625 -3.071 0.883
H 0.018 4.666 -2.558
P 1.383 -1.979 -2.592
H 3.659 -2.100 -1.822
H 2.716 4.713 -2.121
H -3.148 1.713 2.042
H 2.542 3.675 -0.634
H -2.719 -1.208 -0.433
C -3.367 -0.963 2.958
H 1.809 0.722 1.935
P 1.392 2.662 -2.539
H -2.925 1.273 0.355
H -0.203 -3.950 2.350
C -0.063 -1.811 2.571
H -0.363 -2.690 -1.125
H -3.106 -0.334 3.812
H -4.418 0.829 1.083
H -0.030 3.343 2.305
H -2.097 1.662 3.636
C 1.769 -2.354 -4.376
C -3.079 -1.490 0.553
H 3.001 -3.775 -2.063
H 2.663 2.673 -4.596
N -0.463 -0.415 0.247
H 2.680 -1.772 -4.653
P -0.905 -0.299 1.875
C -0.196 1.251 2.592
C -0.730 -3.061 1.974
H -0.986 3.182 -2.576
H -4.172 -1.556 0.441
H -0.216 3.718 -1.028
H 0.028 -4.027 -2.217
H 2.561 -2.816 -0.629
H -0.930 -2.612 -2.796
H -2.655 -2.467 0.746
H -3.076 -2.002 3.126
*
```

=====

Q: Among the records above, which one has the lowest strongest force on any atom?
A: C22H21N3OPdS2

=====

Q: The lowest strongest force on any atom belongs to which entry?
A: C22H21N3OPdS2